54
Properties=species:S:1:pos:R:3:forces:R:3 method="wB97M-V/def2-TZVPD" total_energy_ha=-1407.6132 e_lumo_ev=-4.931 total_charge=+1 gap_ev=5.23 e_homo_ev=-10.1637
C -3.6105 0.9690 0.5567 -0.30 -0.11 0.02
Si -2.1681 2.0311 0.0857 0.16 0.00 0.34
C -0.9702 1.0802 -0.9597 0.29 -0.10 -0.10
C -2.7150 3.5919 -0.7419 -0.13 0.23 -0.12
O -1.5066 2.4836 1.5805 0.50 -0.38 0.23
C -0.2206 2.3595 2.0597 0.17 2.55 -0.48
C 0.6615 3.3975 1.9306 -0.79 -1.46 0.09
C 0.1622 1.1605 2.7416 -1.08 -1.98 0.35
C -0.6878 0.0932 2.9192 1.02 1.61 -0.57
O -0.2113 -1.0968 3.2785 -0.28 -0.66 0.55
C -1.0534 -2.2276 2.9858 0.39 0.05 -0.25
H -4.1451 0.6063 -0.3352 0.08 0.08 0.33
H -3.2747 0.1019 1.1431 -0.16 0.15 -0.21
H -4.3031 1.5581 1.1756 0.06 -0.23 -0.16
H -1.4764 0.7503 -1.8842 0.21 0.12 0.33
H -0.1070 1.7018 -1.2420 -0.20 -0.24 0.04
H -0.6032 0.1884 -0.4295 -0.05 0.22 -0.20
H -3.2164 3.3948 -1.7044 0.17 0.09 0.34
H -3.4165 4.1218 -0.0814 0.14 -0.04 -0.23
H -1.8502 4.2451 -0.9235 -0.23 -0.10 -0.01
H 1.6691 3.2223 2.3053 -0.20 0.38 -0.13
H 0.3963 4.2957 1.3861 0.12 -0.08 0.11
H 1.2205 1.1122 3.0115 -0.34 -0.41 -0.19
H -1.7766 0.1606 2.7808 0.50 0.09 -0.26
H -0.7279 -3.0291 3.6495 -0.12 0.09 -0.13
H -2.1158 -2.0112 3.1376 0.16 0.09 0.11
H -0.8911 -2.5201 1.9361 -0.09 0.03 0.35
C -5.5683 6.4006 6.5467 0.55 -0.33 -0.01
C -5.4394 5.1959 5.8325 0.25 0.10 0.20
C -4.2135 4.5339 5.7951 0.54 0.15 0.16
C -3.0775 5.0680 6.4728 -1.39 0.72 -0.03
C -1.7724 4.4705 6.4162 0.78 0.53 1.02
O -0.8335 5.1280 7.1561 0.09 -1.14 -1.13
C 0.4655 4.6544 7.2180 -0.47 -0.24 0.01
C 0.8186 3.4745 6.5234 0.52 0.58 0.61
C 2.1272 2.9589 6.7268 0.04 0.07 -0.01
C 3.0393 3.6394 7.5156 -0.32 -0.30 -0.35
C 2.6631 4.8381 8.1504 -0.18 0.17 -0.11
C 1.3715 5.3372 8.0279 0.18 0.23 0.02
C -0.1575 2.8503 5.7289 -0.78 -0.26 0.21
C -1.4615 3.3144 5.7216 0.67 -0.35 -0.11
C -3.2438 6.2670 7.1940 0.12 -0.01 -0.06
C -4.4599 6.9283 7.2260 -0.31 -0.10 -0.09
H -6.5233 6.9169 6.5757 0.15 -0.08 -0.02
H -6.2998 4.7772 5.3045 0.34 0.15 0.20
H -4.1099 3.6025 5.2338 -0.20 0.36 0.15
H 2.3651 1.9953 6.2664 0.08 0.43 0.07
H 4.0503 3.2530 7.6350 -0.29 0.08 0.03
H 3.4078 5.3858 8.7383 -0.41 -0.23 -0.18
H 1.0712 6.2604 8.5276 0.05 -0.35 -0.15
H 0.0976 1.9451 5.1870 -0.05 0.06 -0.07
H -2.2662 2.7803 5.2271 0.37 0.15 -0.14
H -2.3924 6.6898 7.7210 -0.24 -0.05 -0.11
H -4.5345 7.8612 7.7880 -0.09 -0.31 -0.21

***

58
Properties=species:S:1:pos:R:3:forces:R:3 method="wB97M-V/def2-TZVPD" total_energy_ha=-1843.0350 e_lumo_ev=-4.624 total_charge=+1 gap_ev=6.29 e_homo_ev=-10.9115
Au 0.6466 0.7367 -0.8900 -0.15 0.11 -0.24
I -0.3996 -0.0713 2.3574 -0.08 -0.07 0.08
C -2.1896 -0.9085 1.5861 0.06 -0.02 -0.06
I -1.8468 -2.2902 0.0039 -0.01 0.04 0.04
H -2.7976 -0.1022 1.1942 0.01 0.00 -0.02
H -2.7012 -1.4396 2.3778 0.02 0.00 0.01
C 4.1319 1.4308 3.1347 0.00 0.00 0.00
C 4.0258 0.5221 1.9154 0.01 0.01 -0.01
C 4.0288 -0.9399 2.3515 0.00 0.00 0.00
C 5.1832 0.8004 0.9533 -0.01 0.00 0.00
N 2.7054 0.8371 1.3225 0.04 -0.02 0.02
N 2.4043 0.1190 0.1209 0.15 -0.01 0.03
H 5.0778 1.2631 3.6491 0.00 0.00 0.00
H 3.3163 1.2338 3.8306 0.00 0.00 0.00
H 4.0929 2.4832 2.8430 0.00 0.00 0.00
H 4.9356 -1.1556 2.9162 0.00 0.00 0.00
H 4.0174 -1.6247 1.4998 0.00 0.00 0.00
H 3.1675 -1.1520 2.9868 0.00 0.00 0.00
H 6.1360 0.6138 1.4490 0.00 0.00 0.00
H 5.1753 1.8417 0.6232 0.00 0.00 0.00
H 5.1598 0.1536 0.0725 0.01 0.00 0.00
H 2.6572 1.8233 1.0917 -0.02 0.00 0.00
H 2.2392 -0.8489 0.3863 -0.01 0.01 0.01
H 3.1804 0.1218 -0.5422 -0.01 -0.04 -0.01
C -0.9819 1.4182 -1.6938 -0.10 0.20 0.14
C -2.0511 1.8641 -2.1107 -0.14 -0.04 -0.07
C -3.2757 2.3368 -2.5192 0.26 0.02 0.06
C -4.4722 1.6633 -2.0533 -0.17 -0.08 0.00
C -4.4054 0.3084 -1.6909 0.04 0.03 -0.04
C -5.5268 -0.3427 -1.2206 -0.02 -0.01 0.01
C -6.7235 0.3532 -1.0802 0.02 0.02 -0.01
C -6.7977 1.7011 -1.4107 -0.03 -0.02 0.02
C -5.6844 2.3562 -1.9011 0.09 -0.02 -0.02
C -3.3255 3.5050 -3.3843 -0.03 0.05 -0.07
C -4.3311 3.6422 -4.3525 0.00 -0.02 0.08
C -4.3349 4.7371 -5.1958 -0.01 0.01 -0.02
C -3.3562 5.7144 -5.0687 0.01 0.00 0.00
C -2.3526 5.5874 -4.1145 -0.01 0.01 -0.01
C -2.3232 4.4809 -3.2900 0.01 -0.04 0.01
H -3.4703 -0.2250 -1.8075 -0.01 0.00 0.01
H -5.4716 -1.3921 -0.9626 0.00 0.00 0.00
H -7.6011 -0.1560 -0.7040 0.00 0.00 0.00
H -7.7241 2.2422 -1.2750 0.00 0.00 0.00
H -5.7330 3.4136 -2.1200 0.00 0.01 -0.02
H -5.0765 2.8673 -4.4670 -0.01 0.00 0.01
H -5.0980 4.8290 -5.9564 0.00 0.00 0.00
H -3.3701 6.5765 -5.7226 0.00 0.00 0.00
H -1.5935 6.3518 -4.0214 0.00 0.00 0.00
H -1.5444 4.3653 -2.5476 0.00 0.00 0.00
N 2.0157 -1.7589 -4.8336 -0.02 0.05 -0.03
C 2.2790 -2.8078 -3.9901 -0.01 0.02 0.06
C 2.1938 -2.2869 -2.7342 -0.02 -0.05 -0.08
N 1.8871 -0.9460 -2.7957 0.12 -0.11 0.11
C 1.7859 -0.6644 -4.0708 0.02 -0.02 0.00
H 1.9980 -1.7947 -5.8380 0.00 0.00 0.00
H 2.4947 -3.7976 -4.3503 0.00 0.00 0.00
H 2.3235 -2.8018 -1.7965 0.01 0.00 -0.01
H 1.5498 0.3020 -4.4863 0.01 -0.01 0.00